No. 1
Entry from OMol25: a cluster of 2 separate species, C4H9NO in total (ωB97M-V with the def2-TZVPD basis set).

Summary:
Energy = -7829.532 eV
SMILES string = C=C1N[C@@H]1C.O
2S+1 = 1
HOMO = -9.4 eV
Energy relative to the best compared isomer or geometry (same formula, charge and spin) = 269.02 kJ/mol
HOMO-LUMO gap = 10.28 eV

Structure (XYZ):
```
15
Properties=species:S:1:pos:R:3:lowdin_charge:R:1
C 1.243 -0.680 -1.950 -0.0586
C 0.087 -0.680 -0.984 -0.2875
N 0.359 -1.248 0.370 0.1050
C 0.187 0.128 0.213 -0.3580
C 0.274 1.296 0.826 0.0328
O -2.317 0.559 2.220 -0.0749
H 1.067 0.062 -2.735 0.0781
H 2.154 -0.400 -1.413 0.0836
H 1.396 -1.659 -2.414 0.0747
H -0.904 -0.865 -1.401 0.1396
H -0.444 -1.716 0.786 0.1127
H -1.865 0.850 1.417 -0.0100
H 0.167 2.221 0.268 0.0677
H 0.494 1.356 1.888 0.0661
H -1.655 0.720 2.903 0.0287
```

No. 2
Entry from OMol25: an isolated molecule of C4H9NO at a distorted geometry (ωB97M-V with the def2-TZVPD basis set).

Summary:
Energy = -7831.051 eV
SMILES string = CCC(=O)NC
2S+1 = 1
HOMO = -9.5 eV
Energy relative to the best compared isomer or geometry (same formula, charge and spin) = 122.44 kJ/mol
HOMO-LUMO gap = 10.48 eV

Structure (XYZ):
```
15
Properties=species:S:1:pos:R:3:lowdin_charge:R:1
C -0.817 -0.357 -1.392 -0.0676
C -0.044 -1.514 -0.615 -0.1196
C 0.031 -0.714 0.649 -0.5791
O -0.940 -0.795 1.384 0.0340
N 0.960 0.287 0.751 -0.0007
C 0.510 1.548 1.311 -0.0816
H -1.107 0.517 -0.778 0.0753
H -0.120 0.058 -2.126 0.0733
H -1.736 -0.703 -1.848 0.0717
H -0.516 -2.457 -0.296 0.1149
H 0.797 -1.807 -1.251 0.1010
H 1.658 0.336 0.023 0.1319
H 0.150 2.228 0.522 0.0847
H -0.327 1.319 1.972 0.0838
H 1.308 2.032 1.874 0.0781
```

No. 3
Entry from OMol25: an isolated molecule of C4H9NO at a distorted geometry (ωB97M-V with the def2-TZVPD basis set).

Summary:
Energy = -7830.015 eV
SMILES string = CNCCC=O
2S+1 = 1
HOMO = -9.2 eV
Energy relative to the best compared isomer or geometry (same formula, charge and spin) = 222.36 kJ/mol
HOMO-LUMO gap = 10.21 eV

Structure (XYZ):
```
15
Properties=species:S:1:pos:R:3:lowdin_charge:R:1
C 2.362 -0.350 -0.206 -0.1676
C -0.055 -0.202 0.080 -0.2751
C -1.275 0.685 0.075 -0.1833
C -2.547 -0.192 0.191 -0.2350
H 3.318 0.149 -0.443 0.0819
H 2.322 -1.086 -0.986 0.0659
H 2.488 -0.782 0.774 0.0642
H 1.323 1.464 -0.047 0.1440
H -0.291 -1.093 -0.610 0.1477
H 0.093 -0.495 1.189 0.1352
H -1.340 1.471 0.933 0.1501
H -1.478 1.149 -0.864 0.0980
H -2.600 -0.968 0.992 0.1228
N 1.173 0.459 -0.448 -0.1525
O -3.492 -0.208 -0.630 0.0038
```

No. 4
Entry from OMol25: an isolated molecule of C4H9NO (ωB97M-V with the def2-TZVPD basis set).

Summary:
Energy = -7827.951 eV
2S+1 = 1
HOMO = -7.1 eV
Energy relative to the best compared isomer or geometry (same formula, charge and spin) = 421.50 kJ/mol
HOMO-LUMO gap = 7.63 eV

Structure (XYZ):
```
15
Properties=species:S:1:pos:R:3:lowdin_charge:R:1
C -1.964 -0.905 0.069 -0.1570
C -0.877 -0.216 -0.714 -0.2499
C 1.668 -0.245 -0.299 -0.2394
O 2.552 0.828 -0.231 -0.0213
C -0.529 1.147 -0.265 -0.1382
N 0.328 0.039 0.224 -0.1072
H -2.158 -0.509 1.092 0.0630
H -2.905 -0.833 -0.489 0.0650
H -1.739 -1.974 0.164 0.0600
H 2.033 -1.124 0.248 0.1356
H 1.513 -0.497 -1.347 0.1274
H 2.901 0.898 0.665 0.0939
H -1.017 1.647 0.586 0.1074
H -0.028 1.850 -0.931 0.1024
H 0.222 -0.108 1.228 0.1582
```

No. 5
Entry from OMol25: a cluster of 2 separate species, C4H9NO in total (ωB97M-V with the def2-TZVPD basis set).

Summary:
Energy = -7830.483 eV
SMILES string = C=CN.CC=O
2S+1 = 1
HOMO = -8.4 eV
Energy relative to the best compared isomer or geometry (same formula, charge and spin) = 177.22 kJ/mol
HOMO-LUMO gap = 9.47 eV

Structure (XYZ):
```
15
Properties=species:S:1:pos:R:3:lowdin_charge:R:1
C -2.048 0.290 -0.414 -0.0572
C -1.123 0.861 0.623 -0.3357
O -0.905 0.334 1.692 0.0035
C 1.390 -0.804 -0.279 -0.3120
C 1.650 0.348 -0.907 -0.0413
N 1.548 -1.032 1.085 0.0422
H -2.990 0.850 -0.394 0.0825
H -1.619 0.404 -1.412 0.0740
H -2.255 -0.761 -0.202 0.0835
H -0.659 1.834 0.367 0.1158
H 1.107 -0.340 1.681 0.0606
H 1.042 -1.658 -0.859 0.1052
H 2.045 1.206 -0.370 0.0566
H 1.555 0.421 -1.984 0.0444
H 1.264 -1.954 1.373 0.0780
```

No. 6
Entry from OMol25: an isolated molecule of C4H9NO at a distorted geometry (ωB97M-V with the def2-TZVPD basis set).

Summary:
Energy = -7829.371 eV
SMILES string = CC(C)NC=O
2S+1 = 1
HOMO = -8.6 eV
Energy relative to the best compared isomer or geometry (same formula, charge and spin) = 284.53 kJ/mol
HOMO-LUMO gap = 8.65 eV

Structure (XYZ):
```
15
Properties=species:S:1:pos:R:3:lowdin_charge:R:1
C -0.591 1.444 0.669 -0.0665
C 0.059 0.393 -0.222 -0.4826
C 1.546 0.211 0.031 -0.0727
N -0.523 -0.881 0.103 -0.0596
C -0.518 -1.956 -0.820 -0.2461
O -1.452 -1.655 -1.540 0.0548
H -0.112 2.416 0.530 0.0776
H -0.491 1.162 1.724 0.0834
H -1.659 1.559 0.442 0.0804
H -0.102 0.676 -1.281 0.1397
H 1.894 -0.662 -0.538 0.0752
H 1.721 0.020 1.096 0.0833
H 2.115 1.088 -0.277 0.0744
H -1.477 -0.846 0.456 0.1179
H -0.411 -2.971 -0.373 0.1407
```

Question: What is the formula in the fifth record?
Answer: C4H9NO